A 2-piece molecular cluster, CH3BrS overall, computed with ωB97M-V with the def2-TZVPD basis set.

Output
HOMO-LUMO gap (alpha / beta): 7.30 / 6.42 eV
E_HOMO (alpha / beta): -8.981 / -8.590 eV
total energy: -3012.02566 hartree
strongest force on any atom: 1.72 eV Å⁻¹
total charge: 0
energy relative to the best compared isomer or geometry (same formula, charge and spin): 1.586 eV

Each line ends with the Mulliken charge.
Element x y z (Å)
C (-0.2788, -0.0903, 0.4446)  -0.53
S (-0.8612, -0.5878, -1.0543)  0.04
Br (2.6671, 0.0114, 0.2538)  -0.43
H (-0.3662, 0.9212, 0.7811)  0.36
H (-0.0129, -0.8745, 1.1285)  0.38
H (-1.1479, 0.6200, -1.5537)  0.18